A molecular structure, C26H48BI3NO9P at a distorted geometry, computed with the ωB97M-V functional and the def2-TZVPD basis.

orbital gap	0.290	Eh
E_tot	-3010.7846	a.u.
highest occupied orbital energy	-7.92	eV

```
! wB97M-V def2-TZVPD RIJCOSX def2/J DEFGRID3
* xyz 0 1
C 5.567 2.683 2.102
C 5.353 1.338 2.823
P 3.735 0.564 2.449
C 4.075 -1.242 2.774
C 3.202 -2.083 3.705
C 2.334 1.248 3.533
I 3.171 2.999 4.562
C 1.808 0.468 4.724
O 2.412 -0.006 5.624
O 0.457 0.376 4.659
C -0.112 1.194 3.648
C -1.103 2.226 4.145
I -2.586 2.537 2.683
C -1.229 2.896 5.281
C -2.336 3.863 5.595
I 0.086 2.614 6.885
C 1.064 1.667 2.709
C 0.869 1.009 1.330
C 0.973 -0.511 1.138
C -0.128 -1.402 1.721
N -1.454 -0.990 1.206
O 1.038 3.069 2.580
B 0.859 3.860 1.457
O -0.113 4.821 1.487
O 1.676 3.772 0.352
H 4.667 3.009 1.577
H 5.865 3.463 2.803
H 6.358 2.591 1.355
H 6.037 0.587 2.414
H 5.603 1.410 3.885
H 4.063 -1.689 1.776
H 5.110 -1.310 3.122
H 3.481 -3.134 3.598
H 3.339 -1.806 4.746
H 2.137 -2.004 3.466
H -0.710 0.520 3.042
H -3.305 3.419 5.355
H -2.222 4.779 5.009
H -2.341 4.129 6.648
H -0.150 1.269 1.007
H 1.553 1.491 0.635
H 0.910 -0.664 0.056
H 1.953 -0.891 1.422
H -0.118 -1.454 2.816
H 0.087 -2.417 1.375
H -2.041 -0.692 1.980
H -1.926 -1.810 0.838
H -0.438 4.987 2.380
H 2.053 4.625 0.111
C -1.481 -0.047 -2.471
C -0.237 -0.852 -2.738
O -0.010 -1.892 -2.158
C 0.715 -0.297 -3.767
H -2.084 -0.553 -1.720
H -1.207 0.948 -2.112
H -2.050 0.068 -3.396
H 1.056 0.697 -3.471
H 0.200 -0.200 -4.726
H 1.576 -0.954 -3.872
C -4.553 1.082 -6.457
C -3.733 0.215 -5.531
O -2.533 0.122 -5.653
C -4.482 -0.519 -4.449
H -3.906 1.559 -7.188
H -5.303 0.476 -6.969
H -5.082 1.844 -5.882
H -5.234 -1.176 -4.891
H -5.001 0.188 -3.799
H -3.797 -1.109 -3.848
C -4.606 -3.123 0.351
C -5.180 -1.995 -0.474
O -4.621 -1.609 -1.473
C -6.460 -1.369 0.022
H -3.693 -3.475 -0.125
H -4.383 -2.769 1.360
H -5.313 -3.949 0.434
H -6.314 -0.969 1.028
H -7.248 -2.121 0.079
H -6.764 -0.569 -0.648
C 3.499 -2.944 -6.815
C 3.451 -2.789 -5.313
O 3.888 -1.808 -4.760
C 2.816 -3.918 -4.537
H 3.972 -2.072 -7.260
H 4.060 -3.843 -7.081
H 2.489 -3.057 -7.211
H 3.353 -4.850 -4.724
H 1.783 -4.060 -4.862
H 2.829 -3.688 -3.475
*
```

Atom charges from the Mulliken analysis, given in e for atoms 1 to 8: -0.945 -0.822 0.392 -0.768 -1.071 -1.269 0.068 0.488